# 1
82
Properties=species:S:1:pos:R:3:forces:R:3 method="wB97M-V/def2-TZVPD" multiplicity=2 s2=0.771 total_charge=+2 homo_ev="-12.88 / -12.88"
Ir -0.330 -0.326 -0.345 0.2 -0.7 2.9
S 6.502 0.059 -2.323 0.0 0.0 0.0
S 4.046 5.430 -0.448 0.0 0.0 0.0
S -3.709 -2.151 -2.568 -0.1 -0.1 -0.1
S -6.062 -1.029 0.128 0.1 0.0 0.0
Si -0.353 -3.960 -0.735 -0.5 -0.4 -0.2
N 1.647 -0.924 -0.556 0.0 0.6 -0.5
N -0.393 -0.866 1.680 0.7 1.5 -0.1
N 0.436 1.718 -0.209 0.0 -0.4 -0.6
N -1.388 -0.790 -1.938 0.4 0.3 -0.5
N -2.057 0.894 0.047 -0.3 -1.1 -0.7
N 6.663 -1.233 -0.045 -0.2 -0.1 0.1
N -0.321 -2.410 0.148 -0.8 0.9 -0.8
C -6.959 1.311 -0.337 -0.1 0.0 0.0
C 1.705 2.101 -0.246 0.0 0.0 0.0
C 3.526 3.790 -0.381 -0.1 0.0 0.0
C 2.103 3.447 -0.356 0.0 0.0 0.1
C 5.844 3.625 -0.379 0.0 -0.1 0.0
C -2.620 4.507 -0.467 0.1 -0.1 0.0
C -2.391 -1.382 -2.210 0.2 0.3 -0.1
C -0.159 -3.069 2.541 0.0 -0.1 0.1
C -4.217 2.591 -0.265 0.0 0.0 0.0
C 1.015 -5.104 -0.199 0.2 0.3 0.2
C 2.447 -1.014 0.515 0.0 -0.3 0.1
C 1.100 4.399 -0.435 0.1 -0.1 0.0
C 3.823 -0.994 0.404 0.0 -0.1 -0.1
C -2.001 -4.738 -0.302 0.1 0.1 0.0
C -0.421 -0.319 2.922 0.1 0.2 0.0
C -0.586 1.164 3.063 0.0 -0.1 -0.1
C 5.897 -0.739 -1.028 0.2 0.1 -0.1
C -0.201 -3.649 -2.570 0.2 0.1 0.0
C -8.083 0.450 -0.339 0.0 0.1 0.0
C 3.569 -0.791 -1.957 0.0 -0.2 0.0
C 4.413 -0.869 -0.853 0.1 0.0 0.1
C -3.297 0.428 0.100 0.0 0.0 0.2
C -0.294 -2.180 1.459 -0.1 -0.9 0.2
C 2.206 -0.826 -1.776 0.0 -0.1 -0.1
C -0.301 -1.150 4.005 0.0 -0.2 0.0
C -0.159 -2.537 3.804 0.0 0.1 -0.1
C -2.917 3.106 -0.299 -0.2 0.1 0.1
C -5.780 0.657 -0.099 0.1 0.0 0.0
C -7.739 -0.844 -0.099 0.0 -0.1 0.0
C -1.858 2.210 -0.172 -0.3 0.0 0.0
C -4.436 1.235 -0.082 -0.1 0.1 0.1
C -0.245 4.017 -0.390 0.0 0.3 0.0
C 4.603 2.945 -0.348 0.0 -0.1 0.0
C -1.343 4.945 -0.490 0.0 -0.1 0.0
C 5.686 4.976 -0.434 0.0 0.1 0.0
C -0.527 2.661 -0.262 0.1 0.1 0.0
H 2.004 -4.697 -0.426 0.0 0.0 0.0
H 4.526 1.868 -0.314 0.0 0.0 0.0
H 0.152 1.570 3.753 0.0 0.0 0.0
H 0.708 -4.105 -2.968 0.0 0.0 0.1
H 6.297 -1.784 0.712 0.0 -0.1 -0.1
H -1.576 1.394 3.462 0.0 0.0 0.0
H -0.053 -3.192 4.659 0.0 0.0 0.0
H 1.349 5.449 -0.532 0.0 0.0 0.0
H -1.901 -5.431 0.536 -0.1 0.0 0.0
H 1.975 -1.113 1.481 0.0 0.1 0.0
H -2.728 -3.970 -0.029 -0.1 -0.1 0.0
H -0.320 -0.734 5.003 0.0 0.0 0.0
H -9.097 0.780 -0.510 0.0 0.0 0.0
H 0.907 -6.043 -0.749 0.0 0.0 0.0
H -0.485 1.655 2.100 0.0 0.1 0.1
H -3.445 5.199 -0.572 0.0 0.0 0.0
H 3.986 -0.695 -2.950 0.0 0.0 0.0
H -1.042 -4.103 -3.096 0.0 0.0 0.0
H 6.452 5.735 -0.463 0.0 0.0 0.0
H 6.805 3.132 -0.369 0.0 0.0 0.0
H 4.414 -1.036 1.308 0.0 0.0 0.0
H -0.061 -4.130 2.368 0.0 0.0 0.0
H 7.664 -1.149 -0.121 0.0 0.0 0.0
H -8.385 -1.706 -0.051 0.0 0.0 0.0
H 1.528 -0.770 -2.618 0.0 0.0 0.0
H -0.187 -2.595 -2.832 0.1 0.0 -0.1
H -2.402 -5.295 -1.151 0.0 0.0 0.0
H -5.050 3.270 -0.385 0.0 0.0 0.0
H -3.405 -0.630 0.307 0.1 0.0 -0.1
H -1.121 5.998 -0.598 0.0 0.0 0.0
H -7.038 2.375 -0.514 0.0 0.0 0.0
H 0.986 -5.347 0.864 0.0 0.0 0.0
H 2.456 1.330 -0.178 0.0 0.0 -0.1

# 2
80
Properties=species:S:1:pos:R:3:forces:R:3 method="wB97M-V/def2-TZVPD" multiplicity=1 total_charge=+3 homo_ev="-15.98 / -15.98"
Pd -0.691 -0.308 0.629 0.5 0.2 0.2
N -2.650 -0.671 0.472 -0.5 -0.3 0.1
N -0.739 -0.522 -1.366 0.4 0.0 -0.9
N 0.029 2.171 0.317 0.5 0.5 -0.1
N -0.233 -1.556 -3.243 0.0 0.0 -0.1
N 0.401 -1.328 3.174 0.0 0.0 -0.1
N -4.494 -1.753 -0.019 0.0 0.1 0.0
N -0.648 -0.599 2.665 -0.3 -0.4 0.3
N -0.987 -2.947 0.055 0.2 -0.7 0.1
N 0.963 2.397 -0.645 0.0 0.0 0.2
N 1.520 -0.071 0.816 -0.5 0.1 -0.3
C 2.270 -0.291 1.871 -0.1 0.0 0.2
C -0.857 0.404 -2.426 -0.2 -0.1 0.3
C -6.137 0.165 0.271 0.1 -0.1 0.0
C 1.765 1.374 -1.156 0.0 -0.1 -0.1
C 1.063 3.735 -0.944 0.0 -0.2 -0.1
C -1.731 -1.114 3.239 0.0 0.4 0.1
C 3.337 0.689 -2.880 0.1 0.0 -0.1
C 3.924 -0.750 4.114 -0.1 -0.1 0.1
C -0.400 -1.679 -1.919 0.0 0.1 0.1
C 4.762 -0.985 5.313 0.0 0.0 0.0
C -4.982 2.197 0.944 -0.1 0.0 0.0
C -1.310 1.722 -2.458 0.0 0.0 0.0
C 2.359 1.554 -2.393 0.1 0.0 0.0
C -6.159 1.497 0.618 0.0 0.2 0.0
C 2.563 -1.132 4.137 0.2 0.0 0.0
C -0.451 3.366 0.598 -0.1 0.1 0.1
C -0.061 -2.275 4.041 0.1 0.0 0.1
C 3.646 0.170 1.919 -0.1 -0.1 0.0
C -1.417 -2.169 4.106 0.0 0.0 0.1
C 3.750 -0.390 -2.082 0.0 0.0 -0.1
C 1.732 -0.912 3.076 -0.1 0.1 0.0
C 4.441 -0.070 2.989 0.0 0.0 -0.1
C -0.509 -0.243 -3.605 0.0 -0.1 -0.2
C 3.924 0.892 -4.241 0.0 0.0 0.0
C -3.162 -1.835 0.120 -0.1 -0.1 0.1
C -3.750 1.579 0.924 0.0 0.1 0.0
C -4.888 -0.446 0.260 -0.2 -0.2 -0.1
C 2.146 0.245 -0.373 0.0 0.2 -0.2
C -3.719 0.234 0.570 0.3 0.0 0.0
C 0.160 4.386 -0.167 -0.1 0.0 0.1
C -0.523 0.383 -4.849 0.0 0.0 0.0
C -1.325 2.356 -3.682 0.0 0.0 -0.1
C 3.184 -0.594 -0.854 -0.2 0.0 0.1
C -0.264 -2.997 -1.203 -0.1 0.4 0.1
C -2.424 -3.144 -0.019 0.1 0.4 -0.1
C -0.923 1.700 -4.861 -0.1 0.1 0.0
H -7.106 2.019 0.647 0.0 0.0 0.0
H -1.662 2.219 -1.565 0.0 0.0 0.0
H 0.791 -3.195 -1.005 0.0 0.0 0.0
H -5.102 -2.510 -0.292 0.0 0.0 0.0
H -2.733 -3.631 -0.950 0.0 0.0 0.0
H 3.446 0.212 -4.952 0.0 0.0 0.0
H -2.696 -0.685 3.023 0.0 -0.1 -0.1
H 4.988 0.661 -4.247 0.0 0.0 0.0
H 4.504 -1.073 -2.452 0.0 0.0 0.0
H -0.025 5.446 -0.127 0.0 0.0 0.0
H -5.052 3.241 1.216 0.0 0.0 0.0
H -0.014 -2.312 -3.873 0.0 0.0 0.0
H -0.617 -3.794 -1.867 0.0 0.0 -0.1
H -2.847 2.110 1.184 0.0 0.0 0.0
H 3.777 1.908 -4.602 0.0 0.0 0.0
H 4.557 -1.965 5.747 0.0 0.0 0.0
H -1.205 3.475 1.361 0.0 0.0 0.0
H -0.257 -0.138 -5.759 0.0 0.0 0.0
H -2.091 -2.759 4.705 0.0 0.0 0.0
H 5.457 0.303 3.015 0.0 0.0 0.0
H -0.968 2.232 -5.802 0.0 0.0 0.0
H 3.447 -1.463 -0.262 0.0 0.0 0.0
H 1.775 4.106 -1.662 0.0 0.0 0.0
H -2.746 -3.801 0.791 0.0 0.0 0.0
H -7.043 -0.372 0.021 0.0 0.0 0.0
H 5.823 -0.883 5.100 0.0 0.0 0.0
H -1.673 3.379 -3.745 0.0 0.0 0.0
H 2.175 -1.571 5.046 0.0 0.0 0.0
H -0.578 -3.581 0.724 0.0 -0.1 -0.1
H 0.617 -2.938 4.554 -0.1 0.0 0.0
H 4.004 0.775 1.098 0.0 0.0 0.0
H 4.497 -0.242 6.077 0.0 0.0 0.0
H 2.052 2.394 -3.002 0.0 0.0 0.0

# 3
80
Properties=species:S:1:pos:R:3:forces:R:3 method="wB97M-V/def2-TZVPD" multiplicity=1 total_charge=+1 homo_ev="-8.37 / -8.53"
Ti 0.127 -0.174 1.403 -0.2 -0.2 0.2
S -1.358 -0.019 5.576 -0.1 0.0 0.3
Si 0.036 -2.566 0.309 -0.1 -0.2 0.2
N 4.548 -0.333 0.880 0.0 0.1 0.0
N -0.009 0.387 3.499 0.0 0.0 0.0
N -1.843 0.431 1.076 0.9 -0.4 0.1
N -1.939 -2.399 4.411 0.0 -0.1 0.0
N 1.534 2.228 0.282 -0.5 -0.1 -0.1
N 0.305 1.583 0.464 0.0 0.3 0.1
N 2.266 0.126 0.991 0.1 0.4 -0.2
N -0.519 -0.881 3.353 0.0 0.0 0.0
C 0.440 -2.773 -4.345 0.0 0.0 0.0
C -3.276 2.260 0.416 -0.5 0.0 0.0
C -0.788 2.316 0.226 -0.2 -0.2 0.1
C 1.921 -3.540 2.307 -0.1 0.0 0.0
C -2.950 -0.233 1.469 -0.9 -0.3 0.2
C -4.381 1.568 0.824 0.0 0.5 -0.2
C 3.906 1.930 0.466 -0.4 -0.1 0.0
C -2.644 -5.245 2.205 0.1 0.0 0.0
C -2.006 1.679 0.555 1.1 0.8 -0.4
C 4.921 0.997 0.606 0.1 -0.3 0.1
C 4.242 3.260 0.219 0.0 0.1 0.0
C 3.285 -0.682 1.093 0.1 -0.1 0.0
C 3.136 -4.050 2.746 0.0 0.0 -0.1
C 0.822 -1.633 -3.653 0.0 0.0 0.1
C -1.488 -3.587 0.834 -0.1 0.0 0.0
C 2.504 -4.039 0.050 0.0 0.0 -0.1
C -4.215 0.285 1.368 0.5 -0.5 0.1
C 6.576 2.671 0.252 0.0 0.1 0.0
C -0.335 0.981 4.589 0.0 0.0 0.0
C 1.568 -3.515 0.950 0.2 0.0 0.0
C -1.476 -4.597 1.806 0.0 0.1 0.0
C -0.244 -3.797 -2.276 0.0 0.0 0.0
C -1.283 -1.240 4.354 0.0 0.0 -0.2
C -1.080 3.215 5.480 0.0 0.1 0.0
C 0.139 -2.661 -1.556 0.0 0.0 -0.3
C 0.666 -1.583 -2.273 0.0 0.0 0.0
C 3.726 -4.550 0.475 0.0 0.0 0.1
C -2.729 -3.291 0.253 0.0 0.1 0.0
C -0.097 -3.854 -3.656 0.0 0.0 0.0
C -3.861 -4.907 1.630 0.0 0.0 0.0
C 2.515 1.459 0.562 0.1 -0.1 0.1
C 0.081 2.363 4.971 0.0 -0.1 0.0
C 4.050 -4.552 1.826 0.0 0.0 0.0
C 6.260 1.350 0.501 0.0 0.0 0.0
C 5.569 3.628 0.113 0.0 -0.1 0.0
C -3.896 -3.933 0.639 0.0 0.0 0.0
H -0.538 -4.915 2.242 0.1 0.0 0.1
H 4.422 -4.955 -0.250 0.0 0.0 0.0
H -1.884 -3.052 3.634 0.0 0.0 0.0
H -4.768 -5.416 1.930 0.0 0.0 0.0
H -2.784 -2.533 -0.524 0.0 0.0 0.0
H -0.664 -4.652 -1.756 0.0 0.0 0.0
H 3.376 -4.052 3.802 0.0 0.0 0.0
H 7.035 0.603 0.613 0.0 0.0 0.0
H 5.828 4.659 -0.080 0.0 0.0 0.0
H -1.863 3.304 4.727 0.0 0.0 0.0
H 0.554 -2.817 -5.420 0.0 0.0 0.0
H -0.402 -4.742 -4.195 0.0 0.0 0.0
H 0.863 2.292 5.730 0.0 0.0 0.0
H -1.526 2.798 6.384 0.0 0.0 0.0
H 1.230 -0.784 -4.186 0.0 0.0 0.0
H 3.117 -1.711 1.377 0.0 -0.1 0.0
H 2.278 -4.037 -1.011 0.0 0.0 0.0
H -0.726 4.215 5.724 0.0 0.0 0.0
H -2.793 -1.233 1.853 0.0 0.0 0.0
H 3.447 3.984 0.105 0.0 0.0 0.0
H 5.256 -1.045 0.973 0.0 0.0 0.0
H 7.615 2.961 0.166 0.0 0.0 0.0
H 0.535 2.802 4.082 0.0 0.0 0.0
H 0.952 -0.675 -1.746 0.0 0.0 0.0
H -0.697 3.320 -0.166 -0.1 0.0 0.0
H -2.598 -6.034 2.946 0.0 0.0 0.0
H 1.250 -3.115 3.048 -0.1 0.0 0.0
H -3.352 3.251 -0.013 0.0 0.0 0.0
H 4.998 -4.953 2.161 0.0 0.0 0.0
H -4.836 -3.680 0.163 0.0 0.0 0.0
H -2.505 -2.642 5.203 0.0 0.0 0.0
H -5.062 -0.303 1.693 0.0 0.0 0.0
H -5.368 1.999 0.728 0.0 0.0 0.0